No. 1
{"formula": "C18H21NO5", "method": "ωB97M-V/def2-TZVPD", "lumo_energy_ev": 0.51, "total_charge": 0, "elements": ["C", "H", "H", "H", "O", "C", "C", "C", "C", "C", "C", "O", "C", "H", "H", "H", "O", "C", "H", "H", "H", "H", "C", "O", "N", "H", "C", "C", "O", "C", "C", "C", "C", "C", "C", "H", "H", "H", "H", "H", "H", "H", "H", "H", "H"], "xyz": [[-5.439524, -1.822746, -0.738112], [-4.865928, -2.279728, -1.707097], [-5.211107, -2.405016, 0.005643], [-6.495790, -1.705527, -1.043738], [-4.947364, -0.720171, -0.705021], [-3.696348, -0.517737, -0.249544], [-2.846137, -1.619661, -0.082924], [-1.438894, -1.246828, -0.077849], [-1.013129, 0.053376, 0.144502], [-1.788688, 1.066318, 0.154435], [-3.249978, 1.090144, -0.063324], [-4.278457, 1.922293, -0.281143], [-3.966720, 2.950435, 0.202157], [-4.955090, 3.680435, 0.307307], [-3.648289, 3.111036, 1.221884], [-3.361814, 3.673798, -0.172839], [-1.365471, 2.248879, 0.360736], [-0.087969, 2.597362, 0.698084], [0.340527, 2.293149, 1.501885], [0.005176, 3.780082, 0.826843], [0.573875, 2.301478, -0.267051], [-0.026305, 0.300786, 0.551227], [-0.491768, -2.314009, 0.119525], [-0.677499, -3.344758, -0.489768], [0.502124, -2.166704, 0.749622], [0.686075, -1.451760, 1.493333], [1.707187, -3.328245, 0.917885], [2.816942, -2.231373, 0.103106], [2.866546, -1.175616, 0.882349], [3.655940, -0.187201, 0.194378], [4.352253, -0.202189, -1.104431], [4.951144, 0.749618, -1.750413], [4.948189, 2.064389, -1.015937], [4.183000, 2.059756, 0.119565], [3.528589, 1.046203, 0.722457], [3.049448, 1.424868, 1.675881], [4.175809, 3.164168, 0.440306], [5.417791, 2.885424, -1.222998], [5.521995, 0.680120, -2.522079], [4.298706, -1.150973, -1.433023], [3.800587, -3.036057, 0.295370], [2.301745, -2.179620, -0.660049], [1.346748, -4.115002, 0.435754], [1.999290, -3.497328, 1.958607], [-3.177427, -2.445863, -0.495523]], "forces_ev_per_angstrom": [[-3.977, -7.287, -8.409], [-1.623, -0.726, 1.465], [0.511, -3.668, 4.548], [0.228, -0.769, 0.576], [4.619, 12.982, 2.323], [1.178, 4.026, 0.251], [3.075, 6.903, -0.234], [-2.337, 0.663, 2.147], [3.230, -5.598, 0.528], [-8.899, 4.114, -1.079], [1.260, -11.196, -1.207], [-0.980, -12.170, -5.190], [-2.994, 16.820, 8.039], [1.600, -1.509, -0.374], [0.172, -1.543, 1.258], [2.482, 1.481, -2.876], [0.656, 5.172, 1.551], [0.748, 4.479, -7.810], [2.194, -2.983, 5.415], [-0.652, -2.403, -0.678], [-0.804, 0.795, 2.300], [-0.013, -0.677, -0.736], [-7.541, -1.850, -5.918], [-1.077, -2.905, -1.794], [12.254, 0.564, 10.246], [-0.734, -0.751, -1.554], [0.294, 8.394, 0.104], [4.465, -10.296, 9.771], [2.626, 3.540, -0.774], [-0.888, 1.594, -0.216], [-3.152, -3.258, 4.307], [-0.922, 6.897, 5.671], [-3.260, -8.078, 0.071], [1.914, 5.423, -1.251], [-0.902, 1.058, 2.831], [0.108, -1.514, -1.059], [-0.556, -1.950, 0.682], [2.740, 4.428, -1.905], [3.038, -0.965, -5.059], [0.344, -3.159, -1.957], [-2.072, 2.744, -1.722], [-3.789, 0.776, -8.494], [-1.084, -3.378, -2.353], [-0.395, 0.342, -0.194], [-1.084, -4.562, -1.239]], "lowdin_charge": [-0.225, 0.160, 0.046, 0.126, -0.053, -0.045, 0.073, -0.066, -0.001, -0.311, 0.032, 0.053, -0.334, 0.158, 0.103, 0.062, -0.071, -0.079, 0.007, 0.146, 0.153, 0.124, -0.665, 0.063, 0.106, 0.167, 0.106, -0.219, -0.055, -0.153, -0.035, -0.013, -0.011, -0.138, -0.060, 0.145, 0.135, 0.035, 0.048, 0.066, 0.205, 0.032, 0.034, 0.103, 0.047]}

No. 2
{"formula": "C18H21NOS", "method": "ωB97M-V/def2-TZVPD", "lumo_energy_ev": 0.69, "total_charge": 0, "elements": ["C", "C", "C", "C", "C", "C", "C", "C", "C", "C", "N", "C", "O", "C", "S", "C", "C", "C", "C", "C", "C", "H", "H", "H", "H", "H", "H", "H", "H", "H", "H", "H", "H", "H", "H", "H", "H", "H", "H", "H", "H", "H"], "xyz": [[1.253972, -1.759245, -2.700806], [0.614852, -0.870514, -1.636971], [0.995780, -1.309218, -0.215279], [0.120471, -2.456019, 0.300763], [-1.311413, -2.021203, 0.437475], [-1.670847, -1.108194, 1.422382], [-2.976406, -0.668042, 1.534809], [-3.945889, -1.136442, 0.663691], [-3.600561, -2.048872, -0.317555], [-2.291583, -2.485781, -0.429559], [0.995643, 0.520164, -1.850364], [2.239142, 0.997422, -1.682554], [3.226222, 0.328715, -1.463571], [2.342931, 2.516284, -1.821517], [0.920214, 3.415661, -1.129140], [0.739208, 2.714871, 0.492972], [1.769845, 2.074727, 1.164495], [1.539272, 1.556134, 2.427709], [0.298541, 1.683967, 3.027678], [-0.723580, 2.337949, 2.357868], [-0.508465, 2.848191, 1.092971], [0.965260, -2.794962, -2.548030], [0.935229, -1.450972, -3.693997], [2.335757, -1.680353, -2.638684], [-0.475418, -0.902855, -1.736159], [2.045776, -1.601327, -0.201301], [0.878913, -0.452790, 0.453032], [0.189556, -3.310309, -0.374076], [0.501001, -2.765126, 1.276948], [-0.919586, -0.739696, 2.106357], [-3.239682, 0.040882, 2.306083], [-4.966395, -0.793836, 0.751384], [-4.351702, -2.421422, -0.998974], [-2.029084, -3.199531, -1.198296], [0.256373, 1.193641, -1.987729], [2.351663, 2.786379, -2.879075], [3.270061, 2.866347, -1.367218], [2.745750, 1.966742, 0.719632], [2.342478, 1.049941, 2.942356], [0.129263, 1.278289, 4.014027], [-1.693768, 2.446311, 2.818857], [-1.298792, 3.354093, 0.559367]], "forces_ev_per_angstrom": [[-0.168, 0.082, 0.107], [0.355, -0.169, 0.078], [-0.126, -0.114, -0.091], [0.101, 0.205, -0.005], [-0.007, -0.181, 0.009], [0.003, -0.036, -0.013], [-0.005, 0.052, 0.051], [-0.126, 0.020, -0.021], [-0.114, 0.010, -0.055], [0.028, -0.004, 0.034], [-0.355, -0.042, -0.198], [-0.308, 0.518, -0.250], [0.408, -0.302, 0.156], [-0.195, 0.237, 0.376], [0.061, 0.150, -0.112], [0.144, 0.101, -0.303], [-0.019, 0.046, 0.029], [0.032, -0.039, 0.079], [0.017, -0.026, 0.093], [-0.023, 0.023, 0.052], [0.073, 0.022, -0.082], [-0.028, -0.184, -0.026], [-0.036, -0.022, -0.101], [0.075, -0.026, -0.001], [0.129, 0.063, 0.005], [0.029, 0.054, 0.034], [0.037, -0.029, 0.008], [-0.003, -0.096, 0.043], [0.011, -0.097, -0.039], [0.095, 0.052, 0.060], [-0.027, 0.068, 0.076], [-0.082, 0.024, 0.009], [-0.062, -0.026, -0.050], [0.049, -0.076, -0.071], [0.120, -0.008, 0.098], [0.028, 0.015, 0.032], [-0.025, -0.191, -0.081], [0.106, -0.018, -0.073], [0.063, -0.048, 0.060], [-0.016, -0.032, 0.084], [-0.096, 0.008, 0.045], [-0.141, 0.018, -0.044]], "lowdin_charge": [-0.036, -0.333, -0.141, -0.142, -0.244, -0.039, -0.083, -0.096, -0.087, -0.053, 0.082, -0.584, 0.063, -0.363, 0.948, -0.527, -0.097, -0.081, -0.103, -0.094, -0.113, 0.073, 0.080, 0.076, 0.140, 0.119, 0.100, 0.108, 0.120, 0.102, 0.098, 0.099, 0.101, 0.112, 0.105, 0.086, 0.084, 0.105, 0.109, 0.104, 0.104, 0.101]}

No. 3
{"formula": "C18H22BrN3O4S2", "method": "ωB97M-V/def2-TZVPD", "lumo_energy_ev": 0.40, "total_charge": 0, "elements": ["C", "O", "C", "C", "C", "C", "N", "C", "C", "N", "C", "O", "C", "C", "N", "S", "O", "O", "C", "C", "C", "C", "Br", "S", "C", "C", "C", "C", "H", "H", "H", "H", "H", "H", "H", "H", "H", "H", "H", "H", "H", "H", "H", "H", "H", "H", "H", "H", "H", "H"], "xyz": [[6.536184, 0.158960, -4.981193], [5.983121, 1.034699, -4.031977], [4.771981, 0.713784, -3.483623], [4.023324, -0.411830, -3.793140], [2.800184, -0.631193, -3.179145], [2.293943, 0.253988, -2.231937], [1.095038, 0.033278, -1.548309], [0.111810, 1.093694, -1.524903], [-0.795683, 0.936836, -0.301104], [-1.428269, -0.358628, -0.355127], [-2.728380, -0.657335, -0.218652], [-3.139546, -1.808371, -0.235090], [-3.728104, 0.469704, 0.018262], [-3.791584, 0.735901, 1.529360], [-3.756026, -0.488728, 2.304596], [-2.283239, -0.930571, 2.947772], [-1.253782, -0.008884, 2.558691], [-2.077681, -2.332690, 2.787795], [-2.611779, -0.627939, 4.663877], [-2.182276, 0.409923, 5.431896], [-2.671214, 0.351750, 6.753001], [-3.466261, -0.739464, 6.939850], [-4.333519, -1.214698, 8.523157], [-3.626594, -1.715636, 5.515433], [-0.454581, -1.431331, -0.404219], [0.459713, -1.263869, -1.617743], [3.065297, 1.378882, -1.918966], [4.272980, 1.607827, -2.535482], [6.712483, -0.835696, -4.557833], [7.489137, 0.599780, -5.270275], [5.897985, 0.067708, -5.866758], [4.370178, -1.130018, -4.519669], [2.240174, -1.508388, -3.462957], [0.609170, 2.061890, -1.491214], [-0.515395, 1.059128, -2.434432], [-1.531780, 1.737844, -0.286671], [-0.198779, 0.990025, 0.616089], [-4.696896, 0.094460, -0.318462], [-3.500216, 1.382831, -0.527138], [-2.927931, 1.321040, 1.851661], [-4.707487, 1.280951, 1.781822], [-4.161216, -1.276362, 1.813926], [-1.531126, 1.175433, 5.053225], [-2.449315, 1.070253, 7.520586], [-0.995879, -2.376881, -0.449014], [0.138513, -1.399464, 0.515866], [1.224467, -2.040243, -1.584595], [-0.135110, -1.381670, -2.539511], [2.720572, 2.072900, -1.167785], [4.863392, 2.476421, -2.289940]], "forces_ev_per_angstrom": [[0.073, -0.127, -0.136], [-0.195, 0.165, 0.248], [-0.070, -0.040, 0.012], [0.443, 0.132, -0.163], [-0.320, 0.115, 0.212], [0.298, -0.078, -0.257], [-0.200, -0.099, 0.292], [-0.166, 0.174, 0.167], [0.126, 0.327, -0.185], [0.387, -0.078, -0.077], [-0.550, 0.325, -0.430], [-0.239, -0.252, 0.033], [0.072, -0.245, 0.137], [-0.068, 0.612, -0.063], [0.680, -0.485, 0.115], [-0.275, 0.338, 1.000], [-0.196, 0.158, 0.074], [-0.360, -0.167, -0.119], [0.166, -0.204, -0.343], [0.130, -0.123, -0.494], [-0.307, -0.356, 0.160], [-0.008, -0.104, -0.348], [-0.019, -0.046, 0.023], [0.088, 0.344, 0.613], [0.065, -0.440, -0.226], [-0.043, -0.057, 0.269], [0.030, -0.028, -0.112], [0.098, -0.051, -0.166], [-0.020, 0.029, -0.023], [-0.058, -0.076, -0.017], [0.017, -0.012, 0.039], [0.064, -0.037, -0.066], [-0.082, -0.071, 0.000], [-0.046, -0.034, 0.000], [0.042, 0.069, 0.037], [-0.008, -0.040, 0.015], [-0.030, 0.079, -0.098], [0.151, 0.001, -0.062], [-0.047, 0.043, 0.023], [-0.204, 0.170, -0.120], [0.180, 0.010, -0.060], [0.052, -0.296, -0.035], [0.144, 0.163, -0.093], [0.017, 0.085, 0.140], [0.105, 0.119, 0.018], [0.017, -0.025, -0.056], [-0.038, 0.003, -0.037], [0.059, -0.048, 0.011], [-0.026, 0.049, 0.102], [0.071, 0.107, 0.047]], "lowdin_charge": [-0.098, -0.092, -0.285, -0.024, -0.021, -0.237, -0.111, -0.136, -0.126, -0.046, -0.483, 0.041, -0.073, -0.216, -0.122, 0.591, -0.284, -0.271, -0.615, -0.141, -0.201, -1.046, 0.726, 1.030, -0.106, -0.149, -0.019, -0.003, 0.094, 0.091, 0.094, 0.102, 0.102, 0.114, 0.134, 0.117, 0.123, 0.124, 0.107, 0.108, 0.121, 0.109, 0.116, 0.108, 0.128, 0.134, 0.126, 0.135, 0.109, 0.118]}